# 1
68
Properties=species:S:1:pos:R:3:forces:R:3:lowdin_charge:R:1 method="wB97M-V/def2-TZVPD" charge=+1 orbital_gap_ev="7.7136 / 6.6250" multiplicity=5 s_squared=6.01 homo_ha="-0.3582 / -0.4197" de_lowest_ev=0.3308
Ir 0.37747 -0.09341 -0.32153 -0.305 0.218 0.241 1.03
S -1.44028 0.15240 -1.81434 -0.363 -0.655 -0.025 0.58
Si 0.63147 2.04993 0.98122 1.289 -0.333 0.618 0.67
N -3.96304 -2.90482 -2.03556 0.023 -0.663 -0.465 0.14
N 1.84831 -2.75653 -0.76346 -0.810 -0.215 -0.314 -0.05
N -2.34968 -2.05710 -3.22550 0.667 0.170 0.415 -0.10
N -1.30914 -1.82071 -4.07360 1.610 -1.062 0.523 0.10
N -0.57856 -1.75723 0.62093 -0.803 0.814 1.279 -0.15
N 1.98003 -1.40712 -0.78922 -0.921 -0.134 -0.480 -0.16
N -0.54404 -2.92327 0.04391 -0.310 -2.593 -0.466 -0.11
N -3.37025 -1.88016 -1.39761 0.895 0.981 0.303 0.06
C -3.61460 -4.01841 -4.29678 0.340 1.535 1.558 0.03
C -1.44998 -1.83524 1.63952 0.186 -0.995 -0.397 -0.11
C 3.01791 -3.28767 -1.10063 1.797 -1.115 -0.397 -0.07
C 0.78274 3.87819 -1.13364 -0.485 -0.029 0.206 -0.13
C 4.47267 0.80306 2.15521 0.178 -0.773 0.896 -0.09
C -0.07824 1.15135 3.70275 0.863 -0.562 -1.447 -0.07
C -2.36759 0.72336 4.27893 -0.194 -0.608 0.753 -0.07
C -1.88397 1.45690 2.04564 1.446 -0.031 1.115 -0.16
C -2.79313 1.08795 3.00554 -0.279 -0.403 0.729 -0.10
C 3.10216 0.81991 1.93257 0.388 0.083 -0.601 -0.14
C -3.29947 -3.06305 -3.14964 -0.550 0.513 -0.471 -0.27
C 5.21452 1.99397 2.08033 -0.637 -0.380 -0.561 -0.07
C 2.50223 2.00385 1.42900 -1.635 -1.792 -0.260 -0.31
C -1.02173 4.26671 0.43046 0.860 0.116 -0.989 -0.09
C 3.27862 3.08516 1.15376 0.909 2.840 0.792 -0.11
C -1.37209 -3.80892 0.66513 0.379 0.619 -0.061 -0.06
C 3.20338 -1.13491 -1.18332 0.757 0.062 0.709 -0.14
C -2.00259 -3.13894 1.68674 -0.023 1.039 1.143 -0.03
C 4.60475 3.17430 1.62411 -0.113 -2.396 -0.096 -0.05
C -2.33339 -1.34792 -2.07947 -1.477 0.490 0.459 -0.63
C 3.96005 -2.29652 -1.33017 -2.179 1.135 0.094 -0.01
C -0.88297 5.56985 -1.57923 0.635 -0.877 -0.594 -0.04
C 0.13652 3.59147 0.06419 -0.365 -0.851 0.518 -0.31
C -1.00516 0.67749 4.60265 -0.734 1.121 0.286 -0.08
C -0.51007 1.52943 2.39330 0.197 -0.003 -0.026 -0.29
C 0.27130 4.83532 -1.99297 -0.737 0.638 1.340 -0.05
C -1.51859 5.26135 -0.38052 0.128 0.214 -0.532 -0.07
B 0.41686 -3.32847 -1.06386 0.321 -0.567 -0.878 -0.44
H 3.26063 -4.34961 -1.21720 -0.860 0.392 0.292 0.14
H 3.49049 -0.11774 -1.19291 0.449 0.809 -0.227 0.10
H -2.43023 5.75975 -0.10334 -0.156 0.257 0.016 0.11
H -3.89579 -3.40268 -5.15822 0.145 -0.377 0.000 0.09
H -1.50299 -1.66868 -5.02216 -0.880 0.107 -1.288 0.10
H -0.69636 0.49757 5.62010 -0.001 -0.479 0.073 0.11
H 2.82313 4.01653 0.74734 0.327 -0.817 0.255 0.11
H -3.75734 -1.53224 -0.52268 0.300 -0.271 -0.263 0.17
H 5.20465 4.04144 1.61325 0.257 1.053 -0.360 0.09
H -1.49856 -1.02511 2.31862 -0.428 0.515 0.415 0.07
H -2.66548 -3.49158 2.49295 0.439 0.052 -0.833 0.12
H 2.56387 -0.13239 2.00847 -0.093 0.493 0.146 0.09
H -2.17630 1.65806 1.04496 -0.354 0.259 -0.722 0.08
H -1.37668 -4.85106 0.39557 -0.056 0.094 -0.188 0.12
H -0.59094 -2.53103 -3.91901 -0.094 0.365 -0.195 0.09
H 4.95992 -0.15972 2.50209 -0.556 1.339 -0.548 0.13
H -3.10048 0.40033 5.05186 0.545 0.353 -0.763 0.12
H -3.83945 1.01183 2.78846 -0.420 0.132 -0.193 0.11
H 1.64455 3.26423 -1.33040 0.362 0.150 -0.635 0.09
H -1.52178 3.98624 1.30459 -0.734 -0.203 1.246 0.08
H 4.95164 -2.25023 -1.64278 1.394 -0.663 -0.298 0.09
H 0.07041 -2.95387 -2.18090 0.077 0.389 0.359 0.06
H -1.35095 6.30184 -2.23127 0.319 -0.008 0.021 0.11
H 0.81950 5.02683 -2.88514 -0.057 0.348 -0.717 0.10
H -2.70679 -4.59109 -4.45751 -0.226 -0.383 -0.393 0.09
H 6.27271 1.89351 2.27541 0.066 0.520 0.223 0.10
H 0.39134 -4.52631 -1.13880 0.345 -0.055 0.266 0.08
H -4.46561 -4.58383 -3.93882 0.045 -0.443 -0.281 0.09
H 1.01049 1.05749 3.95260 -1.106 0.522 -0.323 0.12

---

# 2
66
Properties=species:S:1:pos:R:3:forces:R:3:lowdin_charge:R:1 method="wB97M-V/def2-TZVPD" charge=-1 orbital_gap_ev=6.8205 homo_ha=-0.1641
In -0.96554 1.13561 -3.15278 -0.715 -0.022 0.472 0.14
Cl 1.36736 3.86608 -2.32228 -0.089 -0.277 -0.376 -0.01
Cl -1.90720 2.72885 -4.78687 0.106 -0.241 0.033 -0.18
P 1.48189 1.77596 -2.79505 0.974 -0.118 -0.038 0.29
F 2.14997 -4.95031 -0.30969 0.012 -0.025 0.072 0.05
F 3.13251 5.31104 4.94221 0.046 0.032 0.077 0.03
F 4.69853 1.41987 8.83829 0.075 -0.030 0.034 0.05
F -4.27370 -1.60106 -2.42385 -0.175 0.022 0.000 0.06
O -1.28898 -1.36839 -5.05494 -0.300 -0.486 0.624 -0.27
O 2.30374 1.70371 -4.28363 -0.467 0.042 0.975 -0.49
C 2.81695 4.24024 2.86134 0.018 -0.130 0.181 -0.02
C -4.60414 -4.64482 -0.50984 -0.127 0.225 0.084 -0.09
C 1.62691 -4.64940 -4.37231 0.006 -0.072 -0.038 -0.09
C 1.67027 -5.90098 -3.76819 0.028 0.276 0.059 -0.09
C -4.24148 -3.77149 -1.52640 0.110 -0.094 -0.159 -0.01
C -1.27416 -1.03443 -3.64857 0.303 0.069 0.045 -0.31
C 2.94949 5.39961 3.60387 -0.084 0.024 -0.625 -0.29
C 1.09220 1.69063 8.76304 0.125 0.153 -0.170 -0.09
C -5.73787 -2.85195 0.63097 0.125 -0.150 -0.154 -0.09
C 2.36593 1.27131 9.12367 0.066 -0.140 0.159 -0.03
C 1.75998 -3.49997 -3.60331 0.013 -0.206 0.003 -0.08
C -4.62770 -2.44585 -1.44547 -0.088 -0.264 0.312 -0.28
C 3.31813 2.77720 7.49622 0.202 0.043 -0.062 -0.01
C 2.62390 4.33316 1.48887 0.027 0.173 0.054 -0.07
C -2.57269 -1.26372 -5.62550 -0.174 0.909 -1.360 -0.30
C 2.57595 5.57975 0.87726 0.006 0.066 -0.097 -0.09
C 1.85224 -6.00521 -2.39469 0.002 -0.186 0.122 -0.03
C 3.46257 1.82243 8.48617 -0.483 0.167 -0.149 -0.29
C 1.97831 -4.85150 -1.64231 -0.084 0.042 -0.551 -0.29
C 0.93063 2.64556 7.76587 -0.031 -0.030 0.042 -0.09
C 2.71533 6.73492 1.63651 -0.001 -0.279 0.052 -0.08
C -2.49219 -0.23824 -6.81036 0.000 -0.532 0.246 -0.09
C 2.04263 3.18651 7.13144 -0.120 -0.149 0.169 -0.08
C 1.93106 -3.60074 -2.22940 0.051 0.184 0.193 -0.01
C -5.35437 -4.18620 0.56705 -0.007 -0.056 0.031 -0.11
C -5.36884 -1.97271 -0.37819 -0.082 0.187 0.021 -0.01
C 2.89845 6.64713 3.01094 0.038 0.161 0.209 -0.03
H 2.02782 -2.71548 -1.61365 0.002 -0.016 0.005 0.12
H 1.56269 -6.79612 -4.36724 0.012 -0.009 0.032 0.10
H 2.51231 0.52316 9.89221 0.036 0.019 -0.012 0.11
H 1.68330 1.43208 -4.95848 -0.219 0.233 -0.434 -0.01
H -5.63910 -4.87007 1.35697 0.008 0.020 -0.012 0.10
H 1.91762 3.92592 6.35355 0.051 0.001 0.017 0.09
H -2.21644 -1.34781 -3.18300 0.205 0.094 -0.123 0.01
H 2.86458 3.27779 3.35557 -0.011 0.025 0.016 0.11
H 4.19596 3.19351 7.01879 -0.008 -0.023 -0.002 0.12
H -0.49505 -1.65447 -3.16438 -0.169 0.294 -0.294 0.02
H -2.32770 -0.78426 -7.75527 -0.213 0.323 0.227 0.06
H -2.91864 -2.23016 -6.04307 0.308 0.126 0.353 0.11
H -4.30170 -5.68279 -0.55736 0.010 0.016 -0.029 0.10
H 2.42965 5.64739 -0.19289 -0.019 -0.059 0.023 0.07
H 2.68134 7.70533 1.15855 -0.013 -0.001 0.031 0.10
H 3.00051 7.53613 3.62064 0.014 -0.036 0.021 0.11
H -1.62782 0.41939 -6.65958 -0.314 -0.107 0.101 0.04
H -3.34957 -0.93631 -4.91925 0.432 -0.022 0.101 0.10
H -3.38999 0.39534 -6.85964 0.258 -0.274 -0.164 0.06
H -5.64985 -0.92827 -0.34198 0.040 -0.005 -0.046 0.12
H -6.32457 -2.49551 1.46767 0.023 0.027 -0.012 0.10
H 1.89628 -6.97098 -1.90728 -0.010 0.032 0.027 0.11
H 1.48877 -4.57053 -5.44296 -0.020 0.022 0.029 0.10
H 1.72959 -2.52565 -4.07308 -0.048 -0.001 0.038 0.11
H -3.66329 -4.11012 -2.37661 0.020 0.065 0.009 0.12
H 2.51084 3.43520 0.89528 -0.011 0.025 -0.012 0.10
H -0.06345 2.96786 7.48325 0.026 -0.007 -0.008 0.10
H 0.22605 1.27222 9.25899 0.029 -0.026 0.002 0.10
H -1.79623 1.45460 -1.58585 0.273 -0.024 -0.376 -0.11

---

# 3
73
Properties=species:S:1:pos:R:3:forces:R:3:lowdin_charge:R:1 method="wB97M-V/def2-TZVPD" orbital_gap_ev="6.4970 / 6.4754" homo_ha="-0.2963 / -0.2937" de_lowest_ev=4.4724
Ir 0.06212 -1.17821 -1.77158 2.551 4.723 -0.981 1.11
Cl -5.12418 -2.47681 -2.96398 0.273 -0.079 0.148 0.63
Cl -4.16568 -4.21081 -0.80838 0.066 0.254 -0.160 0.64
Cl -4.34338 -1.32551 -0.40608 0.380 -0.380 -0.390 0.62
S 1.50822 1.16259 -1.67978 -1.376 -1.216 -0.118 0.46
S -1.28418 0.45719 -3.36008 1.084 -0.714 1.566 0.38
P -0.18648 1.91389 -2.44568 0.229 -0.151 0.017 -0.04
O -0.89648 2.65099 -1.25958 0.350 -0.259 -0.191 -0.29
O -0.58058 0.74219 1.79352 -0.043 0.271 0.013 0.08
O 0.06292 3.07809 -3.50298 -0.314 -0.081 0.545 -0.30
O 1.79962 -1.74861 -3.35748 -1.526 0.264 -0.378 -0.05
O 3.18602 -1.52951 0.90752 -0.134 0.066 0.244 0.09
O 0.00092 -3.18491 -0.33918 0.036 -0.710 0.986 -0.06
N -0.08058 -2.70971 1.91732 -0.043 -0.090 0.496 0.17
N -0.40228 -1.08591 0.41432 -0.176 -0.707 -2.701 0.08
N 2.22602 -1.61731 -1.17568 -1.629 -0.587 -0.758 -0.02
N -1.56758 -2.32521 -2.44628 -1.201 -0.686 1.425 0.04
C -3.37108 -1.54931 5.56812 -0.064 -0.062 0.042 -0.10
C 0.60302 2.81379 -4.80958 0.299 0.000 -0.689 -0.49
C 2.62342 -1.78701 -2.43798 0.758 -0.018 1.029 -0.57
C -2.65248 -2.49281 -2.08368 1.899 0.207 -0.883 -0.35
C -2.10848 3.42169 -1.20958 -0.568 0.334 0.068 -0.43
C -0.13178 -2.40641 0.61052 -0.161 -1.014 -0.436 -0.62
C -3.98908 -2.62541 -1.59718 -1.554 -0.056 0.610 -1.56
C -0.15958 3.69449 -5.78758 0.049 -0.263 0.307 -0.04
C -0.39978 -0.43321 1.59392 0.011 0.496 0.312 -0.42
C 2.09232 3.10829 -4.78548 -0.245 -0.094 0.188 -0.04
C -1.92818 -2.71581 4.04272 0.127 0.156 -0.057 -0.03
C 2.98062 0.05259 4.24052 0.072 -0.014 0.061 -0.07
C -1.89778 4.79299 -1.83238 0.118 -0.230 0.174 -0.04
C -2.94308 -2.72781 4.98242 -0.100 -0.052 0.119 -0.09
C 3.43872 -0.99751 5.01362 0.080 0.055 0.067 -0.09
C -1.31478 -1.51881 3.69312 -0.263 -0.045 -0.030 -0.14
C 4.11912 -1.98151 -2.52988 0.020 0.071 -0.197 -0.07
C -1.73788 -0.33851 4.29502 0.012 0.031 0.038 -0.01
C -2.76818 -0.35371 5.21752 0.035 0.014 0.000 -0.07
C 1.58482 -2.32751 4.28452 0.010 0.162 -0.002 -0.03
C 1.82842 -0.08081 3.48542 -0.097 0.018 -0.033 -0.02
C 4.56532 -1.65541 -1.10588 -0.036 0.018 0.097 -0.07
C -3.27928 2.67919 -1.82818 0.158 -0.026 0.169 -0.08
C 3.25902 -1.59501 -0.29238 0.792 -0.194 0.048 -0.50
C 1.12522 -1.27371 3.50072 0.139 0.014 -0.051 -0.14
C -0.15648 -1.49901 2.71282 0.016 0.149 0.010 -0.25
C 2.73742 -2.19061 5.03472 -0.019 -0.149 0.012 -0.08
H 4.33232 -3.01321 -2.81568 -0.023 0.036 -0.023 0.13
H 1.02582 -3.25281 4.32952 -0.031 -0.097 0.035 0.11
H 5.02352 -0.66651 -1.05068 0.042 -0.030 0.049 0.12
H 2.53012 2.93529 -5.76398 0.052 -0.027 -0.118 0.09
H 1.48022 0.74819 2.89102 -0.047 0.051 -0.099 0.11
H 2.25692 4.14199 -4.49398 0.038 0.174 -0.026 0.09
H 0.37952 -3.54771 2.23072 0.083 0.073 -0.107 0.15
H -1.01378 5.26669 -1.41138 0.051 0.048 0.017 0.09
H 3.08692 -3.01631 5.63742 0.022 -0.058 0.056 0.10
H 0.23462 3.56519 -6.79088 0.055 0.002 -0.126 0.08
H -3.37548 1.69069 -1.38658 -0.024 -0.103 0.004 0.06
H -4.19428 3.23169 -1.63938 -0.129 0.135 0.023 0.09
H -4.16568 -1.56271 6.29802 -0.094 -0.016 0.082 0.10
H -3.15428 2.56469 -2.90278 -0.038 0.046 -0.076 0.05
H -1.21178 3.42279 -5.78828 -0.139 0.005 -0.035 0.08
H -1.60908 -3.64111 3.58742 -0.012 -0.066 -0.070 0.11
H -1.26888 0.59589 4.03322 0.097 0.063 -0.063 0.11
H 3.52742 0.98229 4.21862 0.054 0.123 -0.011 0.10
H -3.39428 -3.66641 5.26452 -0.095 -0.114 0.017 0.10
H 4.54232 -1.32351 -3.28918 -0.028 -0.069 -0.023 0.12
H -2.76038 5.42159 -1.62618 -0.100 0.048 -0.004 0.09
H 4.33432 -0.88611 5.60652 0.094 0.002 0.031 0.10
H 0.42812 1.75739 -5.04898 0.055 0.147 0.024 0.10
H 2.57782 2.46779 -4.05408 0.122 -0.067 -0.013 0.04
H -3.09228 0.57229 5.67002 -0.027 0.064 0.036 0.10
H -1.76428 4.70039 -2.90628 -0.028 0.070 -0.113 0.07
H -0.06778 4.73839 -5.49708 0.039 0.120 -0.004 0.09
H 5.25212 -2.37401 -0.66308 -0.033 0.013 -0.003 0.12
H -2.27388 3.52179 -0.13068 0.025 0.004 -0.196 0.15